Entry 1:
DFT (wB97M-V/def2-TZVPD) results for a cluster of 3 separate species, C4H15NO2 in total at a distorted geometry.

Largest force on an atom = 2.82 eV Å⁻¹
DFT total energy = -366.5882 Eh
Orbital gap = 9.66 eV
SMILES = CCCNC.O.O
ΔE to the lowest compared entry with this formula, charge and spin = 39.49 kcal/mol
M = 109.17 g mol⁻¹
HOMO = -8.90 eV

Each line ends with the natural charge from an NBO analysis.
CARTESIAN COORDINATES (ANGSTROEM)
C (-1.097, -0.648, -1.877)  -0.6117
C (-0.302, -1.559, -0.890)  -0.4030
C (0.834, -0.862, -0.172)  -0.2367
N (0.467, -0.206, 1.112)  -0.6215
C (1.530, 0.735, 1.502)  -0.4218
H (-0.523, -0.424, -2.776)  0.1925
H (-1.933, -1.277, -2.177)  0.2122
H (-1.268, 0.352, -1.480)  0.2015
H (-1.103, -1.819, -0.191)  0.2013
H (0.065, -2.494, -1.306)  0.2115
H (1.444, -1.696, 0.215)  0.1827
H (1.525, -0.319, -0.818)  0.1836
H (-0.390, 0.322, 0.959)  0.3450
H (2.112, 0.295, 2.312)  0.1915
H (2.161, 1.031, 0.662)  0.1720
H (1.159, 1.690, 1.890)  0.1980
O (-2.568, 0.653, 3.357)  -0.9300
H (-2.280, -0.263, 3.199)  0.4681
H (-2.849, 0.564, 4.251)  0.4620
O (1.455, 1.316, -3.119)  -0.9324
H (1.304, 1.914, -2.391)  0.4680
H (0.634, 1.264, -3.581)  0.4672

Entry 2:
DFT (wB97M-V/def2-TZVPD) results for a cluster of 2 separate species, CH3N2O3S in total at a distorted geometry.

Largest force on an atom = 4.81 eV Å⁻¹
DFT total energy = -773.2892 Eh
Net charge = -1
Orbital gap (spin up / spin down) = 4.77 / 8.70 eV
ΔE to the lowest compared entry with this formula, charge and spin = 64.39 kcal/mol
M = 123.11 g mol⁻¹
HOMO (spin up / spin down) = -2.65 / -5.15 eV

Each line ends with the natural charge from an NBO analysis.
CARTESIAN COORDINATES (ANGSTROEM)
C (1.375, 0.632, -0.088)  0.8598
N (0.851, -0.529, 0.771)  -0.3927
N (-0.048, -1.372, 0.600)  -0.4936
O (2.568, 0.625, 0.211)  -0.7367
O (0.594, 1.260, -0.827)  -0.7581
O (-2.016, 0.431, -1.229)  -0.8512
S (-2.978, 0.072, 0.022)  0.1608
H (1.620, -0.705, 1.377)  0.3649
H (-0.928, -1.084, 0.100)  0.3144
H (-1.038, 0.669, -0.935)  0.5325

Entry 3:
DFT (wB97M-V/def2-TZVPD) results for a cluster of 2 separate species, C2H7S in total at a distorted geometry.

Largest force on an atom = 4.14 eV Å⁻¹
DFT total energy = -478.5873 Eh
Net charge = -1
Orbital gap = 6.26 eV
ΔE to the lowest compared entry with this formula, charge and spin = 13.67 kcal/mol
M = 63.15 g mol⁻¹
HOMO = -2.39 eV

Each line ends with the natural charge from an NBO analysis.
CARTESIAN COORDINATES (ANGSTROEM)
S (-2.700, 1.245, -2.237)  -1.0556
H (-1.571, 1.358, -1.533)  0.0644
C (1.308, -0.103, 0.480)  -0.6155
C (-0.144, -0.509, 0.509)  -0.6610
H (1.439, 0.445, 1.410)  0.1949
H (1.644, 0.499, -0.449)  0.2195
H (1.942, -0.968, 0.652)  0.1877
H (-0.333, -1.419, -0.120)  0.1996
H (-0.785, -0.724, 1.380)  0.2082
H (-0.800, 0.176, -0.092)  0.2579

Entry 4:
DFT (wB97M-V/def2-TZVPD) results for a structure of composition C20H23GeN2ReSSbSe4.

Largest force on an atom = 0.36 eV Å⁻¹
DFT total energy = -13283.2346 Eh
Spin multiplicity = 2
Net charge = +4
Orbital gap (spin up / spin down) = 6.59 / 5.25 eV
ΔE to the lowest compared entry with this formula, charge and spin = 74.12 kcal/mol
M = 1019.90 g mol⁻¹
HOMO (spin up / spin down) = -18.83 / -18.82 eV

Each line ends with the Mulliken spin population.
CARTESIAN COORDINATES (ANGSTROEM)
Re (2.384, 1.393, -0.404)  -0.0178
Se (6.774, -3.310, -0.267)  -0.0001
Sb (7.272, -1.173, -0.819)  0.0003
Se (3.612, -0.066, -1.503)  -0.0238
Se (2.745, 1.369, 1.739)  0.0060
Se (8.140, 0.832, -1.410)  -0.0001
C (-1.916, 1.104, -0.772)  -0.0041
Ge (-1.393, -0.672, -0.278)  0.0425
C (-1.123, -2.015, -1.595)  0.0038
C (0.092, -2.461, -2.112)  0.0101
C (0.089, -3.435, -3.097)  -0.0027
C (-1.113, -3.956, -3.565)  -0.0012
C (-2.322, -3.507, -3.053)  0.0009
C (-2.337, -2.532, -2.064)  -0.0031
C (-1.903, -1.197, 1.519)  0.2116
C (-2.640, -0.228, 2.218)  -0.0778
C (-3.305, -0.522, 3.400)  0.1032
C (-3.243, -1.812, 3.920)  0.0917
C (-2.518, -2.806, 3.254)  0.0002
C (-2.497, -4.128, 3.771)  0.2307
C (-1.796, -5.159, 3.119)  0.1269
C (-1.123, -4.879, 1.953)  0.0145
C (-1.127, -3.576, 1.422)  0.2047
C (-1.828, -2.513, 2.047)  0.0007
H (-2.993, 1.039, -0.970)  -0.0006
H (-1.425, 1.388, -1.700)  0.0011
H (-1.751, 1.847, 0.004)  -0.0002
H (1.031, -2.053, -1.756)  -0.0133
H (1.024, -3.788, -3.511)  -0.0003
H (-1.106, -4.714, -4.337)  0.0000
H (-3.256, -3.908, -3.425)  0.0004
H (-3.296, -2.193, -1.681)  -0.0006
H (-2.719, 0.780, 1.830)  -0.0104
H (-3.881, 0.241, 3.907)  0.0035
H (-3.761, -2.051, 4.841)  0.0041
H (-3.049, -4.345, 4.678)  -0.0045
H (-1.800, -6.158, 3.535)  0.0060
H (-0.590, -5.661, 1.430)  -0.0011
H (-0.581, -3.396, 0.505)  0.0662
C (1.223, 4.777, 1.161)  0.0023
N (1.874, 5.382, 0.002)  -0.0021
C (2.078, 4.861, -1.186)  0.0130
S (1.679, 3.184, -1.652)  0.0224
N (2.555, 5.574, -2.181)  -0.0015
C (2.874, 7.005, -2.088)  0.0006
H (0.592, 5.530, 1.627)  -0.0004
H (1.964, 4.435, 1.880)  0.0003
H (0.599, 3.948, 0.839)  -0.0008
H (2.195, 6.335, 0.127)  0.0000
H (2.732, 5.103, -3.056)  -0.0006
H (1.997, 7.563, -1.758)  0.0000
H (3.150, 7.354, -3.078)  -0.0001
H (3.714, 7.170, -1.412)  0.0000

Entry 5:
DFT (wB97M-V/def2-TZVPD) results for a structure of composition C17H13BrF2N6RuS2 at a distorted geometry.

Largest force on an atom = 1.01 eV Å⁻¹
DFT total energy = -4649.3423 Eh
Spin multiplicity = 2
Net charge = -1
Orbital gap (spin up / spin down) = 7.37 / 7.12 eV
ΔE to the lowest compared entry with this formula, charge and spin = 2.96 kcal/mol
M = 584.44 g mol⁻¹
HOMO (spin up / spin down) = -5.15 / -4.92 eV

Each line ends with the Mulliken spin population.
CARTESIAN COORDINATES (ANGSTROEM)
Ru (-0.491, -0.126, -1.004)  1.0177
F (-0.912, -3.922, -4.830)  -0.0009
C (-0.253, -3.441, -3.750)  -0.0209
C (-0.693, -2.280, -3.152)  0.0521
C (-0.005, -1.791, -2.046)  -0.1307
C (1.119, -2.490, -1.550)  0.0459
C (1.508, -3.652, -2.206)  -0.0111
F (2.588, -4.363, -1.787)  -0.0007
C (0.845, -4.152, -3.306)  0.0272
C (1.788, -1.909, -0.380)  -0.0030
C (2.902, -2.428, 0.282)  0.0044
C (3.425, -1.748, 1.364)  -0.0014
C (2.840, -0.563, 1.780)  -0.0003
C (1.733, -0.111, 1.090)  0.0027
N (1.223, -0.765, 0.049)  -0.0119
H (-1.560, -1.766, -3.544)  0.0050
H (1.176, -5.058, -3.791)  0.0020
H (3.343, -3.352, -0.049)  0.0004
H (4.289, -2.144, 1.882)  -0.0001
H (3.221, -0.003, 2.622)  0.0003
H (1.224, 0.806, 1.361)  0.0002
Br (1.016, 1.400, -2.265)  0.0446
S (-0.707, -3.114, 2.427)  0.0141
C (-1.188, -2.166, 1.207)  0.0183
N (-1.551, -1.469, 0.332)  -0.0185
N (-3.065, 0.597, -2.726)  0.0211
C (-2.128, 0.336, -2.096)  -0.0517
C (-0.440, 5.110, 3.067)  0.0000
C (-0.432, 4.827, 1.565)  -0.0001
C (-1.084, 3.532, 1.207)  0.0026
N (-0.482, 2.562, 0.632)  -0.0060
N (-1.282, 1.470, 0.398)  -0.0019
C (-2.510, 1.637, 0.824)  -0.0024
N (-3.502, 0.746, 0.666)  0.0027
S (-2.766, 3.193, 1.547)  -0.0003
H (0.031, 6.070, 3.278)  0.0000
H (0.103, 4.334, 3.607)  -0.0001
H (-1.457, 5.142, 3.460)  0.0000
H (0.588, 4.766, 1.187)  0.0006
H (-0.930, 5.640, 1.031)  0.0000
H (-3.205, -0.184, 0.374)  -0.0002
H (-4.321, 0.825, 1.240)  -0.0001

Entry 6:
DFT (wB97M-V/def2-TZVPD) results for a structure of composition C29H29BrCrN6O5 at a distorted geometry.

Largest force on an atom = 1.06 eV Å⁻¹
DFT total energy = -5445.4183 Eh
Spin multiplicity = 2
Net charge = +1
Orbital gap (spin up / spin down) = 6.88 / 7.24 eV
ΔE to the lowest compared entry with this formula, charge and spin = 57.23 kcal/mol
M = 673.49 g mol⁻¹
HOMO (spin up / spin down) = -10.72 / -10.71 eV

Each line ends with the Mulliken spin population.
CARTESIAN COORDINATES (ANGSTROEM)
Cr (0.591, 0.948, 0.637)  1.0916
C (-1.153, 2.420, 2.707)  0.0048
C (-2.176, 2.128, 1.607)  -0.0122
N (-0.981, 1.801, -0.462)  -0.0033
C (-0.391, 2.463, -1.664)  0.0062
C (1.091, 2.874, -1.477)  0.0006
N (1.514, 2.686, -0.073)  0.0008
C (1.170, 3.816, 0.831)  -0.0007
C (1.184, 3.282, 2.248)  0.0003
N (0.255, 2.120, 2.351)  -0.0072
H (-1.423, 1.857, 3.601)  -0.0004
H (-1.235, 3.478, 2.954)  -0.0009
H (-3.044, 2.712, 1.903)  0.0009
H (-3.156, 0.531, 2.534)  0.0004
H (-1.571, 1.038, -0.812)  -0.0073
H (-1.006, 3.314, -1.939)  0.0008
H (-0.461, 1.739, -2.470)  -0.0015
H (1.258, 3.901, -1.800)  -0.0005
H (1.714, 2.223, -2.084)  -0.0014
H (2.518, 2.534, -0.044)  -0.0019
H (0.167, 4.151, 0.578)  0.0006
H (1.862, 4.650, 0.712)  0.0000
H (0.943, 4.061, 2.972)  0.0006
H (2.180, 2.901, 2.475)  -0.0002
H (0.635, 1.520, 3.074)  -0.0005
Br (3.747, -5.332, 2.469)  -0.0004
C (3.227, -3.539, 2.189)  -0.0031
C (4.207, -2.547, 2.042)  0.0002
C (3.844, -1.241, 1.826)  -0.0024
C (2.493, -0.872, 1.715)  0.0020
O (2.175, 0.394, 1.523)  -0.0088
C (1.512, -1.874, 1.874)  -0.0062
C (0.108, -1.608, 1.840)  0.0052
N (-0.484, -0.541, 1.391)  -0.0320
C (-1.907, -0.559, 1.283)  -0.0009
C (-2.561, -1.695, 1.021)  -0.0028
C (-4.007, -1.742, 0.884)  0.0002
C (-4.702, -0.617, 0.691)  -0.0003
C (-3.998, 0.665, 0.654)  -0.0008
C (-4.534, 1.653, -0.086)  -0.0004
C (-4.017, 2.957, -0.496)  -0.0007
C (-2.780, 3.424, -0.362)  0.0014
N (-1.740, 2.733, 0.344)  -0.0047
C (-2.750, 0.700, 1.523)  -0.0008
C (1.906, -3.207, 2.135)  0.0007
H (5.253, -2.817, 2.108)  -0.0001
H (4.592, -0.465, 1.721)  -0.0002
H (-0.524, -2.399, 2.236)  0.0019
H (-2.012, -2.608, 0.827)  0.0003
H (-4.493, -2.707, 0.829)  -0.0001
H (-5.753, -0.649, 0.426)  -0.0001
H (-5.508, 1.423, -0.507)  0.0001
H (-4.727, 3.600, -1.003)  -0.0001
H (-2.523, 4.411, -0.733)  -0.0001
H (1.149, -3.971, 2.268)  0.0000
O (-0.885, -0.522, -1.785)  0.0014
C (0.306, -0.779, -1.660)  -0.0018
O (1.130, -0.127, -0.876)  -0.0144
C (0.942, -1.873, -2.459)  -0.0020
C (2.055, -2.546, -1.960)  0.0010
C (2.626, -3.576, -2.686)  0.0003
C (2.081, -3.893, -3.916)  -0.0001
C (0.983, -3.236, -4.436)  0.0000
C (0.403, -2.225, -3.690)  -0.0008
N (2.702, -4.980, -4.709)  0.0000
O (3.660, -5.546, -4.226)  0.0000
O (2.247, -5.197, -5.812)  0.0000
H (2.469, -2.258, -1.001)  0.0000
H (3.480, -4.127, -2.322)  0.0000
H (0.596, -3.525, -5.402)  0.0000
H (-0.474, -1.706, -4.054)  0.0000

Entry 7:
DFT (wB97M-V/def2-TZVPD) results for a cluster of 8 separate species, H16O8 in total at a distorted geometry.

Largest force on an atom = 3.52 eV Å⁻¹
DFT total energy = -611.4858 Eh
Orbital gap = 9.99 eV
SMILES = O.O.O.O.O.O.O.O
ΔE to the lowest compared entry with this formula, charge and spin = 60.74 kcal/mol
M = 144.12 g mol⁻¹
HOMO = -10.41 eV

Each line ends with the natural charge from an NBO analysis.
CARTESIAN COORDINATES (ANGSTROEM)
O (18.738, -20.588, -10.386)  -0.9524
H (18.340, -21.012, -9.628)  0.4495
H (18.224, -20.761, -11.148)  0.4847
O (13.181, -20.600, -9.041)  -0.9387
H (13.222, -20.830, -8.160)  0.4473
H (14.076, -20.912, -9.252)  0.4704
O (14.899, -21.107, -14.028)  -0.9496
H (14.767, -21.241, -14.940)  0.4897
H (14.709, -20.201, -13.965)  0.4886
O (16.946, -18.803, -13.595)  -0.9582
H (16.293, -18.157, -13.270)  0.4687
H (16.787, -19.529, -12.978)  0.4812
O (16.763, -21.122, -11.995)  -0.9961
H (16.286, -21.453, -12.722)  0.4993
H (16.284, -21.417, -11.202)  0.5030
O (15.567, -21.837, -9.554)  -0.9515
H (16.073, -21.978, -8.727)  0.4989
H (15.193, -22.681, -9.755)  0.4918
O (19.703, -18.781, -12.802)  -0.9537
H (18.792, -19.101, -12.849)  0.4799
H (20.304, -19.500, -12.648)  0.4664
O (13.294, -23.033, -12.717)  -0.9516
H (13.784, -22.284, -13.144)  0.4848
H (14.000, -23.503, -12.282)  0.4477

Entry 8:
DFT (wB97M-V/def2-TZVPD) results for an isolated molecule of C7H10.

Largest force on an atom = 0.51 eV Å⁻¹
DFT total energy = -272.5319 Eh
Orbital gap = 8.28 eV
ΔE to the lowest compared entry with this formula, charge and spin = 116.76 kcal/mol
M = 94.16 g mol⁻¹
HOMO = -8.31 eV

Each line ends with the natural charge from an NBO analysis.
CARTESIAN COORDINATES (ANGSTROEM)
C (0.234, 1.850, -0.068)  -0.4132
C (-0.194, 1.043, -1.270)  -0.4134
C (-0.264, 0.447, 0.099)  -0.0829
C (-1.501, -0.057, 0.833)  -0.5881
C (-0.804, -1.361, 1.219)  0.2186
C (1.120, -1.762, -0.374)  -0.5931
C (0.477, -0.793, 0.610)  -0.3943
H (-0.401, 2.670, 0.271)  0.2160
H (1.303, 2.008, 0.077)  0.2144
H (-1.136, 1.286, -1.761)  0.2157
H (0.588, 0.686, -1.939)  0.2157
H (-1.764, 0.519, 1.737)  0.2598
H (-2.430, -0.193, 0.261)  0.2482
H (0.394, -2.122, -1.103)  0.2103
H (1.942, -1.293, -0.919)  0.2107
H (1.510, -2.628, 0.163)  0.2251
H (1.200, -0.564, 1.406)  0.2505